Here is C10H13N4SSe3TeTi as an isolated structure from OMol25. Energies are from ωB97M-V/def2-TZVPD.

Each line ends with the natural charge from an NBO analysis.
CARTESIAN COORDINATES (ANGSTROEM)
Ti1 1.532 -1.216 -0.112  1.029
C1 -4.340 -1.054 -0.978  -0.619
C2 -3.358 -2.187 -1.250  -0.215
N1 -2.405 -2.397 -0.181  -0.617
C3 -1.340 -1.566 0.013  0.278
S1 -0.390 -1.800 1.468  -0.275
N2 -1.075 -0.672 -0.901  -0.441
N3 0.132 -0.028 -0.585  -0.434
C4 0.176 1.296 -0.295  0.100
C5 -0.997 2.197 -0.504  -0.644
C6 1.313 1.597 0.415  0.068
C7 1.671 2.893 0.921  -0.202
C8 2.705 3.046 1.771  -0.232
C9 3.463 1.889 2.161  -0.319
C10 3.142 0.690 1.633  0.039
N4 2.106 0.483 0.755  -0.633
H1 -4.946 -0.843 -1.863  0.198
H2 -3.794 -0.148 -0.715  0.224
H3 -5.014 -1.306 -0.156  0.192
H4 -2.793 -1.975 -2.158  0.218
H5 -3.886 -3.131 -1.404  0.185
H6 -2.657 -2.963 0.609  0.399
H7 -1.617 1.825 -1.319  0.232
H8 -0.682 3.210 -0.756  0.207
H9 -1.627 2.253 0.389  0.213
H10 1.078 3.746 0.613  0.204
H11 2.968 4.024 2.155  0.200
H12 4.293 1.964 2.849  0.207
H13 3.717 -0.197 1.877  0.202
Se1 2.459 -0.800 -2.535  -0.324
Se2 4.165 -1.255 -1.041  -0.099
Te1 4.144 -3.786 -0.967  0.145
Se3 1.856 -3.788 0.095  -0.487

Cartesian forces, eV/Å:
0.413 0.224 -0.411
-0.057 0.053 0.000
0.033 -0.061 -0.011
-0.023 0.072 0.061
-0.133 0.058 -0.012
0.012 -0.314 -0.259
0.108 0.241 0.186
-0.542 0.092 0.132
-0.258 -0.364 -0.013
-0.029 0.084 -0.234
0.362 0.240 0.392
-0.223 -0.155 -0.257
0.265 -0.159 0.179
-0.045 0.314 0.030
-0.121 -0.295 -0.209
-0.024 0.386 0.066
-0.009 -0.025 0.005
0.016 -0.006 -0.018
0.019 0.008 0.015
0.025 0.009 0.017
-0.032 0.029 -0.017
0.021 -0.026 -0.029
0.027 -0.023 -0.002
0.015 0.000 0.020
0.016 -0.024 0.014
-0.007 -0.010 -0.010
-0.003 0.000 -0.002
-0.005 0.013 0.001
0.003 0.006 0.007
-0.102 -0.184 0.255
0.108 -0.180 0.057
0.019 -0.080 -0.036
0.151 0.077 0.083

The orbital gap (spin up / spin down) comes out at 5.6 / 5.6 eV. The HOMO energy (spin up / spin down) comes out at -3.093 / -3.079 eV. Its total charge is -1.

=====

Here is a 2-piece molecular cluster, C10H13NO overall in a non-equilibrium geometry from OMol25. Energies are from ωB97M-V/def2-TZVPD.

Each line ends with the natural charge from an NBO analysis.
CARTESIAN COORDINATES (ANGSTROEM)
C1 0.784 0.982 3.879  -0.646
C2 -0.785 -0.743 2.731  -0.021
C3 -0.655 -0.157 0.613  0.158
C4 -0.026 0.381 2.826  -0.109
C5 0.142 0.823 1.449  -0.071
C6 -0.823 -0.005 -0.815  -0.247
C7 -0.210 1.086 -1.327  -0.241
C8 0.613 1.969 0.843  -0.202
C9 0.612 1.895 -0.595  -0.229
N1 -1.286 -1.053 1.477  -0.546
H1 -1.680 -1.976 1.207  0.421
H2 -1.237 -1.114 3.585  0.199
H3 -1.488 -0.774 -1.297  0.212
H4 1.684 1.595 3.735  0.238
H5 1.332 0.131 4.476  0.219
H6 -0.304 1.241 -2.402  0.212
H7 0.895 2.933 1.268  0.224
H8 1.272 2.621 -0.986  0.207
H9 0.219 1.576 4.608  0.221
C10 0.637 -1.335 -4.438  -0.281
O1 0.560 -2.730 -4.813  -0.739
H10 -0.052 -3.225 -4.298  0.462
H11 1.385 -0.933 -5.206  0.213
H12 1.121 -1.227 -3.492  0.163
H13 -0.359 -1.012 -4.024  0.182

Cartesian forces, eV/Å:
1.585 -1.357 3.815
-0.374 0.791 0.773
0.675 1.388 -0.943
0.784 0.149 -3.455
-2.816 -1.857 -0.637
-1.337 -2.177 3.756
0.774 -0.354 -2.430
0.089 -0.978 -2.625
-0.035 1.634 3.000
1.207 0.395 -0.422
0.577 1.343 0.426
-0.591 -1.560 1.404
0.771 1.279 0.038
-0.586 0.027 -1.411
-1.378 1.280 -0.646
0.281 0.114 0.117
0.519 -0.744 0.417
-0.018 0.908 -1.221
-0.129 -0.294 0.020
0.274 -1.481 0.475
0.915 0.828 -0.835
-0.741 -0.247 0.791
-2.143 0.397 0.856
1.270 -0.236 0.779
0.426 0.754 -2.040

The orbital gap comes out at 8.6 eV. The HOMO energy comes out at -7.923 eV. Its total charge is 0. As for the structure (SMILES): Cc1c[nH]c2ccccc12.CO.

=====

Here is a single C10H13NO molecule in a non-equilibrium geometry from OMol25. Energies are from ωB97M-V/def2-TZVPD.

Each line ends with the natural charge from an NBO analysis.
CARTESIAN COORDINATES (ANGSTROEM)
C1 -1.410 1.852 1.163  -0.047
C2 -0.405 2.564 0.184  -0.417
C3 -0.118 1.459 -0.971  -0.398
C4 0.092 0.132 -0.498  -0.047
C5 0.725 -0.584 -1.549  -0.258
C6 1.195 -1.904 -1.436  0.292
C7 0.629 -2.670 -0.483  -0.275
C8 0.000 -2.007 0.637  -0.182
C9 -0.296 -0.633 0.616  -0.083
C10 -0.711 0.527 1.683  -0.433
H1 -0.770 2.957 2.792  0.362
H2 -2.247 1.999 3.032  0.357
H3 -2.130 1.655 0.511  0.187
H4 -0.783 3.275 -0.580  0.227
H5 0.464 2.680 0.821  0.200
H6 0.586 2.012 -1.644  0.235
H7 -1.238 1.225 -1.517  0.210
H8 1.252 0.235 -2.323  0.181
H9 2.607 -2.122 -2.823  0.512
H10 1.030 -3.824 -0.509  0.225
H11 -0.186 -2.620 1.648  0.226
H12 0.203 0.578 2.331  0.218
H13 -1.635 0.390 2.415  0.198
N1 -1.694 2.671 2.398  -0.830
O1 2.063 -2.443 -2.127  -0.662

Cartesian forces, eV/Å:
6.309 1.904 2.159
-1.043 -2.754 -1.292
-4.327 3.450 1.191
2.304 -4.949 -2.903
2.781 2.603 -0.950
-4.340 4.785 1.527
-0.129 -2.728 3.632
-0.278 -1.518 1.434
-0.477 3.235 0.548
-2.355 -2.236 1.492
-1.262 -0.657 -0.071
1.502 1.786 -0.717
-4.262 -1.147 -1.680
0.181 0.971 1.862
0.611 1.025 -0.677
-0.498 -1.450 0.256
2.859 1.550 0.902
-1.315 -2.945 1.500
-0.120 1.441 -0.584
-1.387 3.021 0.579
0.203 1.383 -2.579
-0.888 0.943 -0.444
2.137 -1.509 -1.033
-0.827 -1.421 -0.786
4.621 -4.785 -3.367

The orbital gap comes out at 8.9 eV. The HOMO energy comes out at -8.212 eV. Its total charge is 0. As for the structure (SMILES): N[C@H]1CCc2cc(O)ccc2C1.

=====

Here is C10H13NO3 as an isolated structure in a non-equilibrium geometry from OMol25. Energies are from ωB97M-V/def2-TZVPD.

Each line ends with the natural charge from an NBO analysis.
CARTESIAN COORDINATES (ANGSTROEM)
C1 -0.200 0.657 -2.020  -0.049
C2 -0.799 -2.572 -0.290  0.696
C3 -1.436 0.444 -2.222  -0.228
C4 0.963 1.075 -1.507  -0.010
C5 2.224 2.208 -0.016  0.796
C6 0.302 -2.641 0.764  -0.503
C7 -0.526 -1.750 1.928  -0.375
C8 -1.066 -0.589 1.084  -0.211
C9 2.267 3.509 0.835  -0.719
C10 -2.386 -0.795 -0.961  -0.135
N1 -1.458 -1.335 -0.086  -0.486
O1 -1.064 -3.279 -1.238  -0.586
O2 3.179 1.450 -0.078  -0.579
O3 1.036 2.171 -0.675  -0.485
H1 -2.027 0.539 -3.060  0.208
H2 1.906 0.496 -1.723  0.235
H3 0.605 -3.654 1.008  0.236
H4 1.162 -2.168 0.287  0.240
H5 -1.302 -2.271 2.415  0.210
H6 0.163 -1.451 2.614  0.206
H7 -1.961 -0.132 1.591  0.204
H8 -0.258 0.126 0.783  0.204
H9 1.789 3.515 1.797  0.242
H10 1.624 4.229 0.169  0.229
H11 3.302 3.875 0.820  0.239
H12 -2.902 -1.437 -1.700  0.232
H13 -3.139 -0.222 -0.519  0.190

Cartesian forces, eV/Å:
1.954 1.795 1.432
-0.217 1.236 -0.850
-1.588 -3.248 3.088
-0.644 -2.693 -1.880
1.762 1.285 2.022
-2.574 0.575 0.882
2.028 -0.444 -3.462
0.200 -0.628 0.458
-1.016 1.048 -3.310
1.890 0.934 -3.741
-0.738 -0.982 -0.492
0.264 -0.090 0.600
-2.092 0.646 -0.468
1.026 -0.891 -0.127
-1.055 0.734 -1.700
-1.052 1.019 0.500
-0.329 -0.052 0.248
0.025 0.537 0.544
-0.889 -0.998 0.200
1.832 0.992 2.180
0.972 -0.050 -0.668
-0.859 -0.188 0.698
0.054 -0.475 0.453
1.257 -0.937 1.420
-0.399 -0.203 0.419
0.954 -0.200 0.592
-0.767 1.277 0.963

The orbital gap comes out at 8.8 eV. The HOMO energy comes out at -8.147 eV. Its total charge is 0.

=====

Here is a 2-piece molecular cluster, C10H13NO3 overall in a non-equilibrium geometry from OMol25. Energies are from ωB97M-V/def2-TZVPD.

Each line ends with the natural charge from an NBO analysis.
CARTESIAN COORDINATES (ANGSTROEM)
C1 1.110 -0.608 0.381  -0.157
C2 0.115 0.183 -0.260  -0.484
C3 -0.471 1.228 0.611  -0.011
C4 0.150 2.456 0.763  0.096
N1 -0.391 3.362 1.585  -0.425
C5 -1.512 3.128 2.273  0.014
C6 -2.177 1.942 2.156  -0.217
C7 -1.657 0.943 1.311  -0.068
C8 -2.346 -0.419 1.192  0.770
O1 -1.855 -1.405 1.667  -0.494
O2 -3.554 -0.408 0.556  -0.649
H1 2.124 -0.189 0.460  0.220
H2 0.828 -1.568 0.819  0.216
H3 -0.215 0.034 -1.290  0.249
H4 1.063 2.665 0.212  0.254
H5 0.106 4.239 1.692  0.438
H6 -1.902 3.881 2.952  0.237
H7 -3.086 1.735 2.717  0.244
H8 -3.923 0.477 0.690  0.480
C9 1.500 -2.556 -2.802  -0.615
C10 2.930 -2.866 -2.300  -0.031
O3 3.095 -2.362 -1.060  -0.800
H9 1.324 -1.478 -2.851  0.176
H10 1.351 -2.962 -3.812  0.175
H11 0.746 -3.005 -2.152  0.188
H12 3.605 -2.479 -3.097  0.090
H13 3.042 -3.967 -2.413  0.103

Cartesian forces, eV/Å:
-0.039 0.180 -1.054
0.207 0.071 -0.121
1.387 -0.616 -1.310
-0.199 -0.468 0.426
0.897 0.328 -0.260
-1.026 0.376 1.045
-0.067 -1.042 -0.665
-0.471 0.723 0.094
0.633 -0.407 0.306
-0.508 0.716 -0.535
0.538 0.192 0.790
-0.386 0.051 1.591
0.900 -0.505 -1.230
-1.300 -1.020 0.814
-0.198 0.242 0.261
-0.277 0.069 0.089
0.407 0.129 -0.291
0.222 0.336 0.026
-0.130 -0.062 -0.520
-0.087 -0.311 -0.620
-1.063 0.350 -0.483
0.155 0.373 0.676
0.123 0.022 0.123
-0.057 0.038 0.004
0.114 0.029 0.138
0.198 0.302 0.231
0.028 -0.096 0.475

The orbital gap comes out at 3.6 eV. The HOMO energy comes out at -5.560 eV. Its total charge is 0.

=====

Here is a 2-piece molecular cluster, C10H13NO3S overall in a non-equilibrium geometry from OMol25. Energies are from ωB97M-V/def2-TZVPD.

Each line ends with the natural charge from an NBO analysis.
CARTESIAN COORDINATES (ANGSTROEM)
C1 2.110 1.977 3.511  -0.226
C2 1.832 0.627 3.922  -0.211
C3 1.377 2.584 2.551  -0.230
C4 1.024 -0.145 3.081  -0.205
C5 0.328 1.918 1.938  -0.188
C6 0.234 0.535 2.068  -0.125
C7 0.750 -1.742 -2.146  -0.304
C8 -2.174 -0.531 -4.365  -0.863
C9 -0.482 -0.179 1.069  0.009
C10 0.281 -0.708 -2.786  -0.479
N1 -0.663 -1.516 0.936  -0.202
O1 -0.262 -2.437 1.721  -0.310
O2 -2.028 -1.381 -1.919  -0.973
O3 -1.661 1.093 -2.232  -0.907
S1 -1.508 -0.289 -2.701  2.114
H1 2.712 2.587 4.173  0.205
H2 2.447 0.202 4.698  0.214
H3 1.183 3.686 2.442  0.214
H4 0.809 -1.242 3.266  0.248
H5 -0.237 2.548 1.288  0.211
H6 0.126 -2.565 -1.761  0.216
H7 -1.139 -1.783 -0.011  0.379
H8 1.782 -2.095 -1.872  0.232
H9 -2.762 -1.408 -4.461  0.260
H10 -2.713 0.412 -4.564  0.257
H11 -1.408 -0.593 -5.111  0.248
H12 -0.840 0.411 0.281  0.205
H13 0.881 0.036 -3.017  0.211

Cartesian forces, eV/Å:
0.520 -0.953 2.532
0.299 0.227 -2.506
-3.069 1.945 -0.643
-0.530 -0.149 1.509
1.670 0.816 -0.010
-0.542 -2.880 -1.303
0.511 -3.287 1.376
0.215 2.175 0.187
1.898 3.164 2.956
-3.047 -1.454 1.362
-1.936 -2.996 -3.401
0.082 0.054 0.164
-0.731 -0.076 0.510
0.302 -1.851 -1.079
1.253 -0.209 0.177
0.358 -0.067 -0.146
-0.198 -0.191 0.232
1.470 -0.938 0.228
0.541 1.636 -0.281
-0.820 -0.325 -0.553
-0.417 0.746 -0.320
0.961 0.249 2.276
-0.618 1.437 -0.903
-0.704 -0.663 0.482
-0.140 -0.612 0.011
0.822 0.061 -0.140
-0.817 0.449 -1.115
2.668 3.693 -1.603

Its expectation value of S² is 2.045. The spin multiplicity is 3. The orbital gap (spin up / spin down) comes out at 6.0 / 7.6 eV. The HOMO energy (spin up / spin down) comes out at -5.657 / -9.042 eV. Its total charge is 0.

=====

Here is a 2-piece molecular cluster, C10H13O2 overall in a non-equilibrium geometry from OMol25. Energies are from ωB97M-V/def2-TZVPD.

Each line ends with the natural charge from an NBO analysis.
CARTESIAN COORDINATES (ANGSTROEM)
C1 0.121 -1.466 -1.494  -0.656
C2 -2.715 -0.562 1.063  -0.216
C3 -2.964 -1.740 1.719  -0.249
C4 -1.700 -0.397 0.060  -0.203
C5 -0.739 -1.346 -0.281  -0.023
C6 -2.011 -2.733 1.481  -0.227
C7 -1.040 -2.610 0.429  -0.192
H1 -3.147 0.502 1.453  0.213
H2 -3.819 -1.883 2.321  0.208
H3 -1.621 0.787 -0.405  0.239
H4 -1.923 -3.631 1.998  0.196
H5 1.203 -1.578 -1.351  0.248
H6 -0.005 -0.613 -2.161  0.255
H7 -0.464 -3.507 0.336  0.195
H8 -0.064 -2.341 -2.274  0.208
C8 2.549 2.070 -0.245  -0.593
C9 1.720 2.858 0.650  -0.626
C10 2.052 1.916 -1.655  0.765
O1 1.082 2.607 -1.903  -0.776
O2 2.691 1.120 -2.353  -0.802
H9 3.640 2.110 -0.417  0.221
H10 2.628 1.154 0.214  0.203
H11 1.111 2.254 1.421  0.186
H12 1.099 3.549 -0.079  0.263
H13 2.316 3.481 1.475  0.164

Cartesian forces, eV/Å:
0.667 -0.460 -2.553
0.316 3.787 -0.111
1.565 -0.136 -0.780
0.410 4.156 -0.413
-2.918 -4.183 0.779
1.151 1.211 -2.921
-0.543 2.129 1.734
0.364 -2.944 -1.266
-0.525 -0.007 0.995
-0.080 -3.699 1.213
-0.560 -1.546 0.922
-0.250 0.377 0.518
0.227 0.380 0.298
0.671 -0.158 -0.543
-0.392 1.218 2.114
2.119 -0.867 -0.506
-0.796 3.687 2.896
0.659 -0.764 0.976
-2.360 1.323 -1.667
0.452 -0.808 -1.096
-0.069 1.625 0.549
-0.318 -2.992 0.613
0.286 0.552 -1.802
0.774 -1.221 2.024
-0.849 -0.660 -1.976

The orbital gap comes out at 7.2 eV. The HOMO energy comes out at -4.041 eV. Its total charge is -1.

=====

Here is a 2-piece molecular cluster, C10H13O2 overall in a non-equilibrium geometry from OMol25. Energies are from ωB97M-V/def2-TZVPD.

Each line ends with the natural charge from an NBO analysis.
CARTESIAN COORDINATES (ANGSTROEM)
C1 1.168 -1.224 -1.755  -0.518
C2 2.087 -1.166 -0.500  -0.613
C3 0.268 -2.414 -1.761  0.745
O1 -0.063 -3.003 -0.759  -0.762
O2 -0.182 -2.412 -2.924  -0.803
H1 0.418 -0.422 -1.859  0.204
H2 1.916 -1.074 -2.545  0.196
H3 1.667 -1.651 0.337  0.209
H4 2.218 -0.118 -0.248  0.185
H5 3.121 -1.805 -0.634  0.170
C4 -1.020 3.221 -0.522  -0.616
C5 -0.553 -0.202 1.173  -0.202
C6 -1.031 0.834 0.337  -0.204
C7 0.060 0.242 2.406  -0.220
C8 -0.909 2.194 0.603  -0.032
C9 -0.097 1.556 2.794  -0.228
C10 -0.449 2.539 1.811  -0.228
H6 -0.469 -1.151 0.679  0.277
H7 -1.433 0.564 -0.619  0.212
H8 0.498 -0.442 3.203  0.209
H9 0.220 1.916 3.781  0.199
H10 -0.980 4.204 -0.092  0.200
H11 -1.833 3.037 -1.122  0.211
H12 -0.417 3.619 2.166  0.190
H13 -0.112 3.169 -1.088  0.217

Cartesian forces, eV/Å:
2.679 1.003 2.232
1.709 -0.513 -1.020
0.204 1.889 -3.329
-0.474 -1.561 2.319
-1.568 -1.910 -1.325
0.711 0.223 0.501
-0.891 -0.597 -0.565
-0.836 -0.517 0.958
0.832 0.113 0.266
-2.251 1.938 -0.056
1.706 -0.484 2.356
0.887 2.941 0.215
0.320 -1.288 0.402
-1.095 -1.677 0.613
0.020 -0.062 -1.781
0.586 1.230 -1.136
0.331 1.295 3.950
-0.090 -0.819 0.507
-0.117 -0.322 -0.469
-0.613 0.549 -1.481
-0.057 -0.316 -0.416
-0.552 0.636 0.135
-1.959 -0.133 -1.493
0.048 -1.332 -0.730
0.468 -0.286 -0.655

The orbital gap comes out at 6.8 eV. The HOMO energy comes out at -3.592 eV. Its total charge is -1.